1.
A structure of composition C19H21N3SbTc, computed with the ωB97M-V functional and the def2-TZVPD basis.

Properties
Total energy: -33220.703 eV
Total charge: +3
Frontier orbital gap (spin up / spin down): 0.281 / 0.258 Ha
Multiplicity: 2

Each line ends with the Löwdin charge.
CARTESIAN COORDINATES (ANGSTROEM)
Tc 0.03 0.01 -0.47  1.5326
C -3.12 -1.03 -1.64  -0.0125
C -2.78 -1.33 -0.22  -0.2464
C -3.65 -2.12 0.53  0.0366
C -3.43 -2.37 1.86  0.0375
C -2.35 -1.74 2.49  -0.0747
C -1.50 -0.97 1.74  -0.4363
N -1.67 -0.82 0.39  -0.0779
Sb 0.09 0.03 2.81  1.6548
C 0.08 1.85 1.58  -0.4031
C 0.12 3.03 2.28  -0.0710
C 0.15 4.24 1.58  0.0491
C 0.15 4.24 0.20  0.0465
C 0.13 3.04 -0.49  -0.2457
C 0.14 2.99 -1.99  0.0019
N 0.07 1.88 0.21  -0.1130
C 1.60 -1.01 1.64  -0.4135
C 2.49 -1.81 2.30  -0.0625
C 3.49 -2.47 1.57  0.0499
C 3.59 -2.24 0.21  0.0426
C 2.69 -1.41 -0.44  -0.2431
C 2.84 -1.10 -1.90  -0.0055
N 1.66 -0.87 0.28  -0.1081
H -2.59 -1.68 -2.34  0.0980
H -2.94 0.01 -1.89  0.0814
H -4.18 -1.22 -1.79  0.1105
H -4.51 -2.53 0.03  0.1461
H -4.10 -3.00 2.43  0.1472
H -2.19 -1.85 3.55  0.1154
H 0.14 3.03 3.37  0.1147
H 0.17 5.18 2.13  0.1488
H 0.19 5.16 -0.36  0.1481
H 0.30 3.99 -2.39  0.1108
H -0.81 2.63 -2.38  0.0979
H 0.95 2.36 -2.36  0.0833
H 2.44 -1.92 3.37  0.1198
H 4.19 -3.12 2.07  0.1487
H 4.39 -2.68 -0.37  0.1487
H 2.22 -1.74 -2.52  0.1038
H 3.88 -1.29 -2.19  0.1135
H 2.64 -0.05 -2.11  0.0779
C -0.26 -0.28 -2.42  -0.1951
H -0.34 -1.36 -2.59  0.0647
H 0.67 0.10 -2.87  0.0346
H -1.09 0.25 -2.89  0.0429

***

2.
The molecule C4H5NOS2, computed with the ωB97M-V functional and the def2-TZVPD basis.

Properties
SMILES: C=CC(=S)ONC=S
Total energy: -29434.254 eV
Frontier orbital gap: 0.286 Ha
ΔE to the lowest compared entry with this formula, charge and spin: 2.840 eV

Each line ends with the Löwdin charge.
CARTESIAN COORDINATES (ANGSTROEM)
C 1.18 3.08 0.40  0.0608
C -0.11 2.71 0.39  -0.1786
C -0.58 1.34 0.20  -0.8087
C 1.17 -1.69 -0.27  -0.7194
H 1.48 4.15 0.53  0.0872
H 1.99 2.36 0.28  0.0740
H -0.91 3.46 0.52  0.1023
H -0.84 -1.04 -0.12  0.0736
H 2.14 -1.21 -0.22  0.0751
N 0.16 -0.83 -0.13  -0.0644
O 0.46 0.50 0.06  -0.0813
S -2.15 0.89 0.17  0.7809
S 0.99 -3.30 -0.48  0.5984

***

3.
A cluster of 5 separate species, C4H18N2O6 in total, computed with the ωB97M-V functional and the def2-TZVPD basis.

Properties
SMILES: CNCCNC(=O)O.O.O.O.O
Total energy: -19704.979 eV
Frontier orbital gap: 0.363 Ha
ΔE to the lowest compared entry with this formula, charge and spin: 1.312 eV

Each line ends with the Löwdin charge.
CARTESIAN COORDINATES (ANGSTROEM)
C -1.29 1.27 1.74  -0.1489
N -2.00 -0.05 1.70  0.0850
C -1.28 -1.20 1.80  -0.6226
O 0.04 -1.06 1.60  0.0676
O -1.80 -2.29 1.94  0.0661
C -1.61 2.12 0.51  -0.1785
N -0.54 1.78 -0.53  -0.1122
C -0.01 3.09 -1.06  -0.1094
H -0.24 1.16 1.99  0.1153
H -1.83 1.65 2.63  0.1199
H -2.95 -0.08 2.02  0.1431
H 0.56 -1.74 2.03  0.0911
H -1.67 3.18 0.71  0.0898
H -2.53 1.85 -0.01  0.1113
H 0.24 1.32 -0.08  0.0790
H 1.03 3.23 -0.78  0.0695
H -0.68 3.91 -0.83  0.0666
H 0.13 3.03 -2.15  0.0671
H 2.12 -3.56 1.21  0.0716
H 2.92 -2.36 0.67  0.0436
O 2.11 -2.60 1.15  -0.0512
H 3.25 -0.90 -1.24  0.0270
H 2.82 -2.34 -1.60  0.0039
O 3.57 -1.73 -1.60  -0.0608
H 0.63 -2.37 -2.19  0.0459
H 0.33 -2.46 -0.72  0.0295
O 0.85 -2.91 -1.41  -0.0594
H -0.84 -0.56 -2.08  0.0139
H -0.87 0.74 -2.56  0.0130
O -0.45 -0.10 -2.83  -0.0765

***

4.
A structure of composition C23H22IrN8O2S, computed with the ωB97M-V functional and the def2-TZVPD basis.

Properties
Total energy: -53880.579 eV
Total charge: +2
Frontier orbital gap (spin up / spin down): 0.233 / 0.234 Ha
ΔE to the lowest compared entry with this formula, charge and spin: 2.347 eV
Multiplicity: 2

Each line ends with the Löwdin charge.
CARTESIAN COORDINATES (ANGSTROEM)
Ir 0.40 0.12 -0.02  1.3149
O -5.93 2.62 -3.23  0.2067
C -5.84 3.43 -2.41  -0.4221
O -5.71 4.23 -1.57  0.2075
C -3.64 1.83 -1.15  0.1437
C -2.99 2.45 -0.12  0.0424
C -1.75 1.90 0.20  -0.1806
N -1.30 0.85 -0.50  -0.1017
C -1.98 0.25 -1.50  -0.1759
C -3.22 0.74 -1.87  0.0406
C -1.29 -0.93 -2.08  -0.1935
C -1.70 -1.61 -3.20  0.0373
C -1.01 -2.75 -3.59  0.0083
C 0.08 -3.17 -2.85  0.0007
C 0.47 -2.42 -1.75  -0.0734
N -0.21 -1.33 -1.37  -0.0836
C -0.85 2.34 1.29  -0.2012
C -1.03 3.46 2.07  0.0392
C -0.16 3.69 3.12  0.0103
C 0.88 2.81 3.36  0.0037
C 1.03 1.72 2.51  -0.0718
N 0.19 1.49 1.51  -0.0997
H -3.39 3.30 0.40  0.1325
H -3.80 0.31 -2.67  0.1320
H -2.55 -1.25 -3.78  0.1303
H -1.32 -3.30 -4.46  0.1337
H 0.64 -4.05 -3.11  0.1300
H 1.32 -2.69 -1.15  0.1280
H -1.84 4.15 1.86  0.1305
H -0.30 4.56 3.76  0.1339
H 1.57 2.95 4.18  0.1304
H 1.84 1.01 2.64  0.1294
C -4.34 -3.94 2.49  -0.0267
N -3.69 -2.63 2.40  -0.1963
C -4.56 -1.58 1.89  -0.0768
C -2.36 -2.46 2.51  -0.6986
S -1.60 -1.14 1.73  0.6989
N -1.66 -3.32 3.26  -0.1981
C -0.21 -3.47 3.11  -0.0675
C -2.20 -3.99 4.45  -0.0243
H -4.97 -4.06 1.61  0.1024
H -4.96 -4.03 3.38  0.1030
H -3.60 -4.74 2.48  0.0914
H -5.55 -1.71 2.33  0.1008
H -4.65 -1.63 0.80  0.0919
H -4.18 -0.60 2.17  0.0568
H 0.08 -3.26 2.08  0.0534
H 0.05 -4.49 3.35  0.1018
H 0.32 -2.79 3.78  0.0989
H -3.19 -3.62 4.68  0.0894
H -1.54 -3.76 5.29  0.1054
H -2.23 -5.07 4.32  0.1038
N 1.99 0.72 -0.84  -0.1132
C 2.44 1.53 -1.64  -0.2590
N 2.86 2.33 -2.41  0.1800
C 3.62 2.97 -3.27  -0.2728
N 4.26 3.55 -4.03  0.1929